Record 1
ORCA calculation (the ωB97M-V functional and the def2-TZVPD basis) on C24H26N4O3S as an isolated structure in a non-equilibrium geometry.

Gap between HOMO and LUMO ... 7.8 eV
Highest occupied orbital energy ... -0.27472 hartree
Energy relative to the best compared isomer or geometry (same formula, charge and spin) ... 1904.6 kJ/mol
LUMO energy ... 0.4 eV

Each line ends with the natural charge from an NBO analysis.
Atoms and positions in Å:
H (-3.43, -1.69, -3.53)  0.18
C (-3.61, -1.08, -1.05)  -0.10
H (-1.36, -0.44, -4.49)  0.16
C (2.88, -0.51, 4.54)  -0.07
H (2.21, -1.08, 5.19)  0.20
N (-1.08, 0.59, -2.95)  -0.39
H (1.82, 1.48, 4.27)  0.22
H (0.41, -1.47, -0.28)  0.25
H (2.98, 2.45, 0.43)  0.22
C (1.56, -1.15, 1.27)  -0.29
H (-5.04, 0.23, -0.21)  0.25
H (5.22, -0.81, -1.10)  0.19
O (2.84, -0.94, 3.19)  -0.50
H (-2.70, 1.20, -0.74)  0.20
C (-0.67, -0.57, 2.70)  -0.20
H (5.18, 1.07, 0.29)  0.22
O (-3.36, 0.42, 1.90)  -0.45
C (-2.35, -1.60, -0.49)  0.61
H (3.65, 3.04, 3.93)  0.23
H (-1.74, 2.74, -2.40)  0.22
H (3.01, 1.46, 5.64)  0.21
H (2.42, -1.33, 0.99)  0.22
S (0.46, 2.07, -1.25)  0.39
C (3.24, -0.91, -1.79)  -0.24
C (-3.16, 1.23, -1.79)  -0.25
C (-2.17, 1.78, -2.67)  -0.26
C (2.11, 0.27, -1.77)  0.22
H (0.37, -0.62, 4.47)  0.23
C (3.00, 1.58, -0.17)  -0.14
C (4.37, 0.93, -0.45)  -0.28
H (4.99, 1.61, 4.21)  0.20
C (4.28, -0.26, -1.14)  -0.21
C (0.51, -0.66, 3.36)  -0.33
N (-1.96, -1.03, 0.47)  -0.43
C (2.11, 1.37, -1.02)  -0.29
N (0.92, -0.13, -2.49)  -0.49
N (-3.57, -0.13, -2.28)  -0.46
H (3.44, -1.51, -2.61)  0.23
H (-3.70, 0.19, -4.13)  0.14
H (-1.24, -1.40, -3.02)  0.27
H (-4.94, -1.40, 0.53)  0.25
H (-4.21, -2.22, -1.46)  0.21
C (0.41, -1.26, 0.69)  -0.13
H (-4.22, 1.70, -1.78)  0.22
C (1.73, -1.02, 2.53)  0.40
H (-2.57, 2.16, -3.53)  0.21
O (-1.47, -2.49, -1.13)  -0.71
C (-3.12, -0.83, -3.46)  -0.09
H (-1.64, -0.58, 3.42)  0.22
C (2.79, 1.06, 4.58)  -0.45
H (4.04, -0.81, 4.83)  0.20
C (0.08, 0.84, -2.21)  0.17
C (3.87, 1.86, 3.79)  -0.62
C (-4.23, -0.62, 0.09)  -0.58
H (3.89, 1.40, 2.73)  0.22
C (-0.80, -1.08, 1.36)  0.06
C (-1.54, -0.51, -3.64)  -0.22
C (-3.15, -0.38, 1.19)  0.75


Record 2
ORCA calculation (the ωB97M-V functional and the def2-TZVPD basis) on the molecule C24H26N4O4 in a non-equilibrium geometry.

Gap between HOMO and LUMO ... 9.1 eV
Highest occupied orbital energy ... -0.30904 hartree
Energy relative to the best compared isomer or geometry (same formula, charge and spin) ... 25.7 kJ/mol
LUMO energy ... 0.7 eV
Structure (SMILES) ... CCc1ccc(N(CC(=O)NCc2ccco2)C(=O)CCC(=O)Nc2ccccn2)cc1

Each line ends with the natural charge from an NBO analysis.
Atoms and positions in Å:
C (3.54, -3.88, 1.08)  -0.29
O (0.44, 0.07, -0.29)  -0.62
C (-4.26, -1.70, 0.10)  -0.02
H (-1.83, 3.69, 0.26)  0.24
H (1.56, 2.34, 2.73)  0.25
H (4.60, -4.42, -0.72)  0.19
O (-0.77, 1.98, 2.71)  -0.64
N (0.49, 2.91, 1.07)  -0.61
C (3.84, -3.79, -0.26)  0.05
C (-0.96, 0.90, -2.57)  -0.49
C (1.92, -2.16, 0.75)  -0.28
C (-4.48, -0.85, -0.98)  -0.21
C (-5.13, -2.90, 0.32)  -0.42
C (-1.07, 1.96, -1.49)  0.73
H (0.65, -0.20, -3.52)  0.21
H (-6.94, -3.42, 1.39)  0.21
C (-3.70, 0.28, -1.16)  -0.25
C (2.68, 1.83, 1.00)  0.28
H (-1.25, 1.36, -3.52)  0.24
C (-1.87, 2.67, 0.67)  -0.31
H (3.34, 0.27, 2.37)  0.23
H (-5.27, -1.07, -1.68)  0.21
O (-0.40, 2.98, -1.57)  -0.68
H (-6.91, -1.76, 0.77)  0.21
H (4.06, -4.59, 1.72)  0.22
H (-1.60, 0.05, -2.38)  0.23
H (-5.51, -3.27, -0.64)  0.21
C (2.56, -3.05, 1.59)  -0.15
N (-1.89, 1.73, -0.45)  -0.46
H (2.29, -3.09, 2.64)  0.22
H (-1.68, -0.02, 1.53)  0.25
C (-0.66, 2.46, 1.60)  0.68
H (4.76, -0.56, 0.22)  0.23
C (-2.68, 0.57, -0.27)  0.21
H (-3.07, -2.03, 1.84)  0.20
C (-6.31, -2.55, 1.22)  -0.59
H (0.50, 3.19, 0.10)  0.44
H (-2.78, 2.54, 1.25)  0.23
H (-3.89, 0.94, -2.00)  0.22
H (4.14, 1.22, -1.75)  0.20
H (-4.55, -3.70, 0.79)  0.21
C (4.11, 0.29, 0.27)  -0.32
C (3.81, 1.16, -0.73)  0.08
H (-5.96, -2.19, 2.19)  0.21
O (2.95, 2.10, -0.30)  -0.41
H (1.14, 1.33, -2.75)  0.25
C (3.36, 0.72, 1.40)  -0.30
H (1.15, -1.49, 1.10)  0.27
N (1.75, -1.30, -1.55)  -0.61
C (0.88, -0.26, -1.37)  0.70
C (2.31, -2.14, -0.59)  0.37
H (2.13, -1.47, -2.47)  0.42
H (2.23, 3.74, 1.84)  0.21
C (1.76, 2.75, 1.74)  -0.27
C (0.50, 0.45, -2.66)  -0.49
N (3.24, -2.95, -1.08)  -0.46
C (-2.46, -0.26, 0.82)  -0.25
C (-3.25, -1.38, 1.00)  -0.15


Record 3
ORCA calculation (the ωB97M-V functional and the def2-TZVPD basis) on C24H26N4S2SiSn as an isolated structure in a non-equilibrium geometry.

Gap between HOMO and LUMO (spin up / spin down) ... 4.6 / 4.6 eV
Highest occupied orbital energy (spin up / spin down) ... -0.48615 / -0.48603 hartree
Energy relative to the best compared isomer or geometry (same formula, charge and spin) ... 251.4 kJ/mol
Total charge ... +2
LUMO energy (spin up / spin down) ... -8.6 / -8.6 eV

Each line ends with the natural charge from an NBO analysis.
Atoms and positions in Å:
C (1.35, -0.95, -3.51)  -0.52
C (1.27, -2.87, 4.74)  -0.38
N (1.32, -1.10, 3.24)  -0.61
H (-2.91, 0.92, 1.76)  0.42
H (-3.58, 3.26, -4.71)  0.24
H (1.37, 2.21, 5.18)  0.25
C (-2.59, -0.91, 2.67)  0.29
H (0.52, -0.42, -0.82)  0.26
Si (-0.34, -1.17, -2.77)  1.08
C (2.53, -1.01, 3.77)  0.30
C (-1.14, 2.32, 2.96)  -0.38
N (3.43, -0.05, 3.48)  -0.77
C (-2.58, 0.69, -2.69)  -0.24
C (-1.20, 0.80, -4.67)  -0.13
H (-2.91, 0.17, -1.78)  0.18
C (3.96, -0.80, -4.54)  -0.18
S (2.89, -2.28, 4.92)  0.51
C (2.08, 0.24, -3.41)  -0.16
H (4.98, -0.75, -4.93)  0.23
H (2.10, 3.26, 2.82)  0.26
H (3.97, 1.23, -3.79)  0.22
H (3.16, 0.77, 2.94)  0.42
C (-0.46, -0.47, -0.31)  -0.96
C (-0.02, 2.81, 2.18)  -0.32
H (-2.19, 2.42, 2.68)  0.24
H (-1.10, -2.33, -3.34)  -0.13
C (3.22, -1.98, -4.68)  -0.19
C (-3.00, 2.40, -4.36)  -0.19
C (-0.65, 1.99, 4.25)  -0.22
C (-3.32, 1.79, -3.14)  -0.21
C (-1.44, 0.23, -3.39)  -0.46
H (-4.15, 2.16, -2.54)  0.22
H (3.66, -2.85, -5.18)  0.23
C (0.55, -2.09, 3.85)  0.10
C (1.13, 2.82, 3.06)  -0.29
S (-3.41, -2.25, 3.44)  0.51
H (-1.74, -3.72, 4.62)  0.28
N (-3.31, 0.02, 2.02)  -0.78
H (4.28, -0.04, 4.04)  0.44
C (0.73, 2.29, 4.30)  -0.28
C (-1.96, 1.88, -5.14)  -0.21
H (0.85, -3.72, 5.27)  0.28
C (-1.88, -2.84, 4.00)  -0.39
H (-0.41, 0.39, -5.31)  0.23
C (3.39, 0.31, -3.90)  -0.23
H (-1.73, 2.33, -6.11)  0.24
H (-0.05, -2.11, -1.59)  -0.08
H (-0.82, -1.44, 0.02)  0.27
H (-0.09, 3.27, 1.20)  0.27
H (1.64, 1.13, -2.94)  0.20
N (-1.27, -0.97, 2.76)  -0.65
C (-0.85, -2.05, 3.56)  0.09
H (-4.31, -0.05, 2.16)  0.43
C (1.92, -2.06, -4.16)  -0.19
H (-1.25, 0.13, -0.76)  0.28
H (1.34, -2.98, -4.25)  0.23
H (-1.26, 1.66, 5.09)  0.25
Sn (0.25, 0.37, 1.68)  1.69


Asked for total energy across the records above, the calculation gives -48230.016; -39462.092; -66631.088 eV in order.